C46H128N10O16 | ωB97M-V/def2-TZVPD

Results
Kohn-Sham gap	9.1	eV
LUMO	0.01616	hartree

Geometry (Å):
C  2.39099  5.98363  -2.27403
C  1.16200  6.12885  -3.18257
C  0.69959  4.74552  -3.67768
O  0.10373  4.07146  -2.60742
C  -0.47995  2.81380  -2.95435
N  0.07767  6.78173  -2.43974
H  2.75433  6.93753  -1.87881
H  3.22260  5.60882  -2.88146
H  2.19733  5.38024  -1.38569
H  1.41947  6.80451  -4.00525
H  1.53667  4.19008  -4.11478
H  0.00283  4.95652  -4.50106
H  0.24544  2.23595  -3.53032
H  -1.37464  2.99423  -3.56014
H  -0.74542  2.41036  -1.97954
H  -0.34568  6.02178  -1.91179
H  0.50535  7.40546  -1.76741
C  1.98288  -0.95658  3.11680
C  2.25708  -2.44640  2.94803
C  2.07047  -3.33905  4.19753
O  2.93804  -3.18762  5.30609
C  2.81280  -1.97776  6.04515
N  1.35950  -2.94508  1.88751
H  0.99222  -0.77072  3.53693
H  2.05109  -0.38151  2.19503
H  2.74270  -0.57805  3.80056
H  3.28164  -2.65342  2.63328
H  2.19838  -4.38482  3.91774
H  1.03339  -3.25983  4.55740
H  3.16886  -1.10727  5.49175
H  3.35498  -2.04825  6.98165
H  1.73482  -1.84185  6.18720
H  1.31471  -3.96628  1.93730
H  0.37835  -2.78942  2.13552
C  1.00089  -2.10059  -2.14956
C  -0.00665  -1.12391  -1.55149
C  0.76186  0.03069  -0.91943
O  0.06411  0.66363  0.13112
C  0.74212  1.79916  0.60778
N  -0.93527  -0.61880  -2.59626
H  1.75855  -1.59140  -2.76158
H  0.49496  -2.64011  -2.95767
H  1.51355  -2.69777  -1.40161
H  -0.67369  -1.57252  -0.81039
H  1.04686  0.82563  -1.62816
H  1.75258  -0.31781  -0.58335
H  1.74048  1.66654  1.03280
H  0.07402  2.30213  1.31120
H  0.79107  2.52670  -0.22000
H  -0.33270  -0.25376  -3.33234
H  -1.39011  0.19811  -2.19347
C  -1.02105  7.08406  7.19004
C  -1.65226  5.68248  7.10210
C  -1.73450  4.95668  5.78797
O  -0.43880  4.79703  5.24362
C  -0.41601  4.42858  3.89924
N  -0.78508  4.88466  8.05080
H  -1.24121  7.53253  8.16006
H  -1.55117  7.77533  6.52441
H  0.05556  7.13939  7.04714
H  -2.63830  5.77931  7.56284
H  -2.47855  5.36430  5.09453
H  -2.06950  3.93044  6.01191
H  -0.75321  3.38614  3.80857
H  0.57464  4.52115  3.45017
H  -1.02685  4.99711  3.18463
H  -1.05402  3.91289  7.90951
H  0.12799  4.99365  7.61692
C  -3.98004  7.56742  2.67962
C  -3.36118  8.06378  1.39111
C  -3.14409  6.86323  0.44822
O  -2.24109  5.97532  1.11124
C  -1.80025  4.94522  0.21454
N  -4.21131  9.01342  0.68301
H  -3.35754  6.87617  3.25068
H  -4.89776  6.99789  2.47918
H  -4.30537  8.36488  3.35412
H  -2.39883  8.50647  1.65911
H  -2.64817  7.21863  -0.45905
H  -4.08448  6.34681  0.22060
H  -2.46089  4.08728  0.37983
H  -0.80245  4.72216  0.59489
H  -1.77080  5.12335  -0.85952
H  -5.14865  8.61282  0.71427
H  -4.28960  9.84403  1.26686
C  -2.93412  -6.08788  -5.06096
C  -2.17482  -4.88845  -5.69039
C  -3.17146  -4.08227  -6.52190
O  -2.46288  -2.95956  -7.04349
C  -3.13056  -2.14685  -8.01069
N  -1.52522  -4.08618  -4.67497
H  -3.33267  -5.81966  -4.08038
H  -2.24856  -6.92539  -4.91911
H  -3.74530  -6.47513  -5.67909
H  -1.51257  -5.42929  -6.36699
H  -4.05104  -3.78573  -5.94252
H  -3.51131  -4.68704  -7.37020
H  -4.21872  -2.18149  -7.92402
H  -2.78141  -2.49183  -8.98449
H  -2.80343  -1.14047  -7.75185
H  -1.03041  -3.33957  -5.16085
H  -2.16702  -3.59262  -4.05093
C  -3.62612  -6.92167  0.89217
C  -3.20724  -5.61739  0.23536
C  -2.08827  -4.91299  1.01521
O  -0.79955  -5.54805  1.03714
C  0.07568  -5.39570  -0.06696
N  -2.92380  -5.74684  -1.19826
H  -4.52562  -7.32471  0.42378
H  -3.81509  -6.86002  1.96513
H  -2.87537  -7.71541  0.84084
H  -4.00072  -4.86860  0.33864
H  -2.35389  -4.86169  2.07152
H  -1.86868  -3.89471  0.66722
H  0.93229  -6.04935  0.08450
H  0.28414  -4.32236  -0.11972
H  -0.36500  -5.74575  -1.00175
H  -2.61745  -6.67774  -1.44751
H  -2.21202  -5.09810  -1.50296
C  -2.30137  -3.69291  6.08482
C  -2.57655  -2.20639  5.78145
C  -3.18020  -2.11292  4.35367
O  -2.17062  -2.02001  3.40239
C  -2.05971  -0.72009  2.83816
N  -3.44204  -1.67370  6.83964
H  -1.65906  -4.14842  5.32384
H  -3.16451  -4.36338  6.10927
H  -1.84983  -3.73018  7.07888
H  -1.61260  -1.70172  5.82568
H  -3.90820  -1.28092  4.37873
H  -4.01175  -2.80952  4.17262
H  -1.96596  0.00054  3.65714
H  -2.94603  -0.50866  2.23505
H  -1.16637  -0.63518  2.22026
H  -4.24906  -2.27320  6.96474
H  -2.93957  -1.68201  7.71792
C  4.56559  3.09686  1.08750
C  3.87166  4.27006  1.73337
C  3.62523  3.97680  3.21873
O  2.83946  2.78886  3.37584
C  2.69730  2.38893  4.69876
N  4.65474  5.50814  1.67565
H  5.60103  2.97184  1.43621
H  4.77572  3.21176  0.01920
H  4.06454  2.15046  1.29423
H  2.90394  4.37747  1.23393
H  2.91580  4.74042  3.55929
H  4.49149  3.95068  3.88438
H  3.66609  2.17272  5.17080
H  2.04068  1.54460  4.90501
H  2.27413  3.16439  5.35801
H  5.22296  5.57897  0.83844
H  5.34591  5.34780  2.40909
C  5.77816  -3.67779  -2.45882
C  5.04944  -2.36406  -2.11575
C  5.97129  -1.56502  -1.15262
O  5.21659  -0.51807  -0.55997
C  4.47288  -0.94889  0.58189
N  4.75430  -1.55207  -3.29296
H  5.04505  -4.30515  -2.96840
H  6.09547  -4.18237  -1.54250
H  6.71033  -3.67161  -3.02763
H  4.16817  -2.57791  -1.51111
H  6.66986  -1.07323  -1.83268
H  6.48662  -2.20597  -0.43336
H  5.26826  -1.06444  1.32482
H  3.79621  -1.78161  0.38503
H  3.85906  -0.13027  0.95793
H  4.43510  -0.64994  -2.94426
H  5.64286  -1.34283  -3.74124
C  -4.12726  -1.85760  -2.47880
C  -4.70659  -1.93534  -1.08333
O  -5.36155  -3.20260  -0.94143
O  -2.92636  -2.55710  -2.69083
H  -3.98045  -0.79022  -2.72808
H  -4.90378  -2.10365  -3.21113
H  -5.45557  -1.16454  -0.91041
H  -3.92823  -1.92362  -0.30934
H  -4.71878  -3.90574  -1.09541
H  -2.23840  -1.84556  -2.61304
C  1.57138  -6.04464  -4.94833
C  2.48363  -6.07949  -3.71119
O  2.00241  -5.01387  -2.83367
O  1.27592  -4.74661  -5.38371
H  0.59992  -6.47398  -4.67703
H  1.96483  -6.75452  -5.68081
H  3.53503  -5.83653  -3.87640
H  2.43114  -7.00800  -3.14762
H  1.90037  -4.30458  -3.48525
H  0.43207  -4.45478  -5.00760
C  1.67120  0.11475  -7.17590
C  1.48399  -0.24297  -5.73184
O  0.52597  0.53506  -4.99714
O  0.49598  -0.25667  -7.94936
H  2.49385  -0.43441  -7.62876
H  1.73637  1.19299  -7.32895
H  2.37731  -0.07742  -5.11871
H  1.30449  -1.31776  -5.61287
H  -0.10681  0.86157  -5.65294
H  0.74164  -0.98969  -8.51686

Mulliken atomic charge list, values in e, 5 entries: -1.479 0.396 -0.732 0.020 -0.581